Record 1
Below is CH4S2 in the gas phase at a distorted geometry, with properties calculated with the ωB97M-V functional and the def2-TZVPD basis.

XYZ file:
```
7
Properties=species:S:1:pos:R:3:forces:R:3
S -1.01051 -0.23823 -0.44087 0.65 -2.34 0.35
S -3.00016 -0.01342 -0.08757 1.45 0.61 0.45
C 0.87199 -0.16054 0.42742 -1.17 0.44 -1.72
H 1.29458 -0.61278 -0.50089 -0.14 0.04 0.98
H 1.00772 0.90592 0.34494 0.39 0.21 0.58
H 1.23071 -0.59560 1.35013 -0.60 -0.23 0.11
H -0.39433 0.71465 -1.09316 -0.57 1.27 -0.74
```
Positions in Å, forces in eV/Å.

## Properties
HOMO energy, eV: -8.20
Orbital gap, Ha: 0.279
LUMO level, hartree: -0.0230

Want to see where the charge sits? The natural (NBO) charges in e are: 0.269, -0.386, -0.632, 0.218, 0.206, 0.233, 0.091

***

Record 2
Below is a molecular structure, CH4S3 at a distorted geometry, with properties calculated with the ωB97M-V functional and the def2-TZVPD basis.

XYZ file:
```
8
Properties=species:S:1:pos:R:3:forces:R:3
S -0.35799 1.57092 -0.02093 1.31 -0.27 -0.72
S 1.70728 -0.54581 0.22373 1.31 -0.02 -0.06
S -1.06292 -1.25799 -0.02759 -2.04 -2.01 -0.74
C 0.15085 -0.16204 -0.54272 1.94 0.87 -3.19
H -0.95664 -0.99013 1.25965 0.10 0.18 0.56
H 1.56277 0.27627 1.23916 -0.02 0.35 0.78
H 0.61026 -0.46091 -1.81580 -2.35 1.31 3.61
H -1.65360 1.56970 -0.31551 -0.25 -0.40 -0.23
```
Positions in Å, forces in eV/Å.

## Properties
HOMO energy, eV: -8.84
Orbital gap, Ha: 0.341
LUMO level, hartree: 0.0163

Want to see where the charge sits? The natural (NBO) charges in e are: -0.013, 0.026, 0.051, -0.711, 0.117, 0.114, 0.281, 0.135

***

Record 3
Below is 2 unconnected molecules or ions with the total composition CH4S3Si at a distorted geometry, with properties calculated with the ωB97M-V functional and the def2-TZVPD basis.

XYZ file:
```
9
Properties=species:S:1:pos:R:3:forces:R:3
S -0.43415 -1.28670 0.68459 1.20 0.33 -0.01
S 2.30025 -1.04718 -0.41027 0.88 0.29 -0.52
S 1.54028 1.92841 0.37297 0.32 0.04 -0.17
Si -1.89188 0.03833 0.07125 -1.41 -0.51 2.35
C 1.97921 0.52157 -0.03969 -1.03 -0.90 0.25
H 3.57115 -0.87367 -0.99807 -0.50 0.16 0.39
H -2.89499 -0.43742 1.25040 0.59 0.88 -1.39
H -2.48729 -0.37783 -1.18533 -0.17 0.34 -0.60
H -1.68258 1.53448 0.25415 0.13 -0.62 -0.29
```
Positions in Å, forces in eV/Å.

## Properties
HOMO energy (spin up / spin down), eV: -7.37 / -8.55
Orbital gap (spin up / spin down), Ha: 0.187 / 0.266
LUMO level (spin up / spin down), hartree: -0.0835 / -0.0478

Results of the natural (NBO) charge analysis, in e, for atoms 1 through 8: -0.564, 0.314, 0.378, 0.675, -0.410, 0.072, -0.136, -0.170